Formula: C32H30CoFN5O2SeSi
Source: the OMol25 dataset
Level of theory: ωB97M-V/def2-TZVPD

Geometry as ORCA input:
```
! RIJCOSX wB97M-V def2-TZVPD def2/J DEFGRID3
* xyz 0 4
Co -1.133 -0.146 0.213
C -3.010 2.912 0.978
O -1.879 2.055 1.128
C -0.788 2.591 1.760
C -0.634 3.951 1.984
C 0.493 4.405 2.655
C 1.457 3.514 3.105
C 1.295 2.155 2.885
C 0.179 1.691 2.215
N -0.106 0.319 1.936
N 0.559 -0.513 2.595
C 0.235 -1.848 2.476
C -0.979 -2.337 1.933
O -1.898 -1.588 1.416
C -1.210 -3.760 1.984
C -0.288 -4.604 2.490
C 0.937 -4.137 3.064
C 1.858 -5.033 3.644
C 3.013 -4.576 4.219
C 3.279 -3.196 4.221
C 2.398 -2.307 3.661
C 1.195 -2.756 3.073
H -2.806 3.702 0.256
H -3.278 3.347 1.941
H -3.820 2.292 0.611
H -1.377 4.653 1.637
H 0.611 5.466 2.830
H 2.334 3.877 3.623
H 2.032 1.439 3.222
H -2.140 -4.126 1.570
H -0.467 -5.674 2.468
H 1.632 -6.093 3.630
H 3.709 -5.267 4.676
H 4.194 -2.829 4.670
H 2.610 -1.247 3.670
C 2.464 0.150 -2.808
Si 1.673 -0.124 -1.128
C 1.219 -1.941 -0.953
C 2.932 0.301 0.185
N 0.191 0.753 -0.968
C 0.056 2.024 -1.513
C 1.138 2.901 -1.719
C 0.999 4.156 -2.292
C -0.247 4.617 -2.688
C -1.348 3.795 -2.484
C -1.175 2.556 -1.910
F -2.295 1.800 -1.739
H 2.909 -0.785 -3.158
H 3.258 0.899 -2.772
H 1.739 0.480 -3.557
H 1.747 -2.425 -0.128
H 1.465 -2.481 -1.871
H 0.145 -2.091 -0.784
H 3.930 -0.027 -0.119
H 2.699 -0.179 1.140
H 2.966 1.381 0.353
H 2.120 2.582 -1.393
H 1.875 4.780 -2.421
H -0.365 5.589 -3.148
H -2.347 4.095 -2.778
Se -3.768 -2.108 -0.591
N -2.375 -1.201 -1.261
C -2.463 -1.258 -2.577
C -1.517 -0.693 -3.502
C -1.737 -0.855 -4.822
C -2.887 -1.566 -5.333
C -3.800 -2.112 -4.508
C -3.612 -1.975 -3.087
N -4.427 -2.477 -2.184
H -0.662 -0.158 -3.117
H -1.031 -0.436 -5.528
H -3.010 -1.657 -6.404
H -4.668 -2.643 -4.874
*
```

Summary:
E_HOMO (alpha / beta)	-7.3 / -7.3	eV
F_max	0.64	eV/A
orbital gap (alpha / beta)	6.40 / 6.37	eV
<S²>	3.762
LUMO level (alpha / beta)	-0.938 / -0.937	eV

Formula: C32H30IN4OPPdS
Source: the OMol25 dataset
Level of theory: ωB97M-V/def2-TZVPD

Geometry as ORCA input:
```
! RIJCOSX wB97M-V def2-TZVPD def2/J DEFGRID3
* xyz 2 1
Pd 0.256 -0.917 -0.441
I 2.724 -0.943 -0.898
C 3.670 0.915 -0.688
C 5.035 0.791 -0.749
C 5.866 1.919 -0.688
C 5.295 3.147 -0.571
C 3.892 3.301 -0.502
C 3.379 4.613 -0.401
C 2.039 4.835 -0.338
C 1.174 3.736 -0.351
C 1.603 2.426 -0.445
P 0.148 1.307 -0.462
C -0.751 1.700 -1.989
C -0.508 0.941 -3.133
C -1.131 1.259 -4.330
C -2.008 2.332 -4.393
C -2.253 3.094 -3.260
C -1.624 2.786 -2.065
C -0.816 1.885 0.964
C -0.141 2.117 2.164
C -0.846 2.453 3.309
C -2.229 2.572 3.262
C -2.903 2.340 2.073
C -2.203 1.985 0.930
C 3.013 2.171 -0.546
H 5.494 -0.183 -0.854
H 6.937 1.797 -0.743
H 5.906 4.039 -0.532
H 4.082 5.435 -0.379
H 1.637 5.836 -0.267
H 0.118 3.949 -0.267
H 0.172 0.094 -3.099
H -0.930 0.666 -5.211
H -2.495 2.578 -5.327
H -2.933 3.934 -3.307
H -1.829 3.396 -1.196
H 0.937 2.038 2.212
H -0.314 2.639 4.231
H -2.778 2.857 4.149
H -3.979 2.454 2.030
H -2.748 1.802 0.011
N -3.639 -1.149 0.960
C -3.990 -1.035 -0.366
C -2.825 -0.926 -1.057
N -1.780 -0.971 -0.166
C -2.297 -1.106 1.046
C -1.457 -1.185 2.226
N -0.140 -1.225 2.118
C 0.331 -1.295 3.400
C -0.708 -1.287 4.281
N -1.846 -1.216 3.522
H -4.286 -1.253 1.724
H -5.015 -1.051 -0.686
H -2.660 -0.817 -2.113
H 1.384 -1.338 3.618
H -0.750 -1.326 5.354
H -2.782 -1.168 3.889
O 0.364 -2.960 -1.208
S -0.213 -3.992 -0.210
C -0.819 -5.394 -1.180
C -0.270 -6.630 -0.474
C 1.188 -6.305 -0.171
C 1.195 -4.922 0.475
H -0.378 -5.279 -2.172
H -1.901 -5.327 -1.255
H -0.380 -7.504 -1.115
H -0.824 -6.829 0.446
H 1.758 -6.284 -1.100
H 1.656 -7.037 0.485
H 2.085 -4.326 0.272
H 1.040 -4.956 1.554
*
```

Summary:
E_HOMO	-13.3	eV
F_max	0.70	eV/A
orbital gap	7.44	eV
LUMO level	-5.844	eV
ΔE to the lowest compared entry with this formula, charge and spin	3.80	kcal per mole

Formula: C32H31AsF7N7O9S2V
Source: the OMol25 dataset
Level of theory: ωB97M-V/def2-TZVPD

Geometry as ORCA input:
```
! RIJCOSX wB97M-V def2-TZVPD def2/J DEFGRID3
* xyz -1 3
V 0.258 1.080 2.399
C -0.815 -2.954 7.081
S -0.341 -3.165 5.362
C 0.453 -1.616 4.989
S 0.493 -0.308 6.036
N 1.045 -1.711 3.814
N 1.460 -0.525 3.308
C 2.704 -0.416 3.021
C 3.182 0.911 2.657
C 4.524 1.224 2.496
C 4.880 2.558 2.377
C 3.899 3.534 2.431
C 2.573 3.144 2.552
N 2.233 1.863 2.644
H -1.443 -3.812 7.325
H -1.378 -2.032 7.205
H 0.055 -2.932 7.735
H 3.395 -1.225 3.237
H 5.264 0.436 2.489
H 5.921 2.833 2.260
H 4.142 4.585 2.376
H 1.759 3.854 2.587
F 2.398 -3.888 -1.784
C 1.819 -2.722 -2.162
C 1.645 -1.768 -1.208
C 1.168 -0.499 -1.546
C 0.864 0.484 -0.514
O 0.991 0.191 0.689
C 0.494 1.780 -0.978
C 0.289 1.972 -2.305
N 0.472 1.028 -3.259
C 0.048 1.296 -4.610
C 1.078 1.347 -5.701
C 0.414 2.607 -5.225
C 0.903 -0.239 -2.891
C 1.020 -1.257 -3.847
C 1.433 -2.538 -3.510
N 1.469 -3.570 -4.475
C 0.718 -3.344 -5.705
C -0.804 -3.338 -5.436
N -1.041 -3.980 -4.128
C -0.295 -5.241 -3.942
C 1.221 -4.956 -4.072
C 0.267 2.976 -0.072
O 0.323 4.084 -0.590
O 0.034 2.738 1.164
H 1.876 -1.993 -0.174
H -0.027 2.949 -2.644
H -0.925 0.882 -4.849
H 0.810 0.946 -6.669
H 2.106 1.190 -5.403
H -0.323 3.082 -5.855
H 1.013 3.286 -4.634
H 0.747 -1.029 -4.863
H 0.974 -4.164 -6.376
H 1.029 -2.429 -6.204
H -1.349 -3.888 -6.203
H -1.216 -2.333 -5.369
H -2.063 -4.053 -3.857
H -0.774 -3.305 -3.397
H -0.653 -5.948 -4.692
H -0.545 -5.617 -2.954
H 1.650 -5.595 -4.845
H 1.728 -5.180 -3.146
O -2.597 3.624 2.013
C -2.880 4.013 3.273
C -4.182 4.451 3.515
C -4.554 4.889 4.773
C -3.630 4.914 5.810
C -2.332 4.496 5.564
C -1.945 4.034 4.312
C -0.522 3.579 4.114
O 0.402 4.335 4.391
O -0.398 2.375 3.681
H -1.693 3.274 1.926
H -4.886 4.430 2.693
H -5.573 5.215 4.943
H -3.918 5.253 6.797
H -1.587 4.516 6.349
F -1.408 -1.835 -0.397
As -2.454 -2.551 -1.519
F -1.275 -3.872 -1.652
F -3.399 -3.522 -0.501
F -3.200 -3.362 -3.016
F -3.642 -1.345 -1.593
F -1.536 -1.703 -2.796
O -2.972 -0.889 2.071
N -2.046 -0.158 2.294
O -1.408 -0.143 3.376
O -1.612 0.692 1.440
*
```

Summary:
E_HOMO (alpha / beta)	-4.4 / -4.4	eV
F_max	1.47	eV/A
orbital gap (alpha / beta)	5.62 / 5.61	eV
<S²>	2.011
LUMO level (alpha / beta)	1.233 / 1.232	eV
ΔE to the lowest compared entry with this formula, charge and spin	10.52	kcal per mole